# 1
The following is a quantum chemistry calculation of a molecular structure, C36H47FeN3O10P4S, from the OMol25 dataset.

Structure (XYZ):
```
102
Properties=species:S:1:pos:R:3:forces:R:3:lowdin_charge:R:1
H -1.1913 4.1686 -0.4119 -0.005 0.022 0.022 0.140
C 2.5842 -4.5099 -1.1552 -0.017 0.007 0.052 -0.494
O -0.4316 2.4728 0.4984 0.162 -0.019 -0.051 -0.189
H -4.4592 -0.7462 -4.9679 0.004 0.001 -0.002 0.101
H -5.8178 4.1280 0.4053 0.000 0.008 0.005 0.090
H 0.4100 -6.3496 -0.3439 -0.002 -0.001 0.001 0.037
C 4.9624 1.6364 -1.2687 -0.039 -0.017 0.065 -0.076
H -4.3485 5.9103 0.3073 -0.010 -0.018 -0.022 0.093
H 1.8748 3.6729 -2.1519 0.015 0.015 -0.019 0.076
H -0.1961 2.1896 -4.9317 -0.002 0.019 0.007 0.093
H 1.2580 4.0024 -3.7673 0.008 0.010 0.000 0.093
C -1.9473 0.6730 -2.4179 0.080 0.037 -0.003 -0.301
P -0.8814 0.5210 4.3148 -0.014 -0.072 0.106 0.526
H 0.3848 -2.7536 -1.4393 -0.016 0.020 -0.020 0.086
H 3.5832 -4.8179 -1.4625 0.004 -0.004 -0.028 0.069
O -4.8561 0.1171 4.6215 -0.045 -0.021 0.004 -0.249
H 0.8616 -0.8290 3.7234 0.042 -0.006 -0.014 0.113
C -1.3242 3.5638 0.4886 0.052 -0.015 -0.030 -0.093
N 1.1010 -1.0347 -0.4514 0.032 0.176 0.158 -0.474
P -3.6533 0.6131 3.9687 0.164 0.099 0.052 0.257
H 0.5516 3.4883 -0.9562 0.018 0.025 0.099 0.103
H -5.2091 2.4562 0.4217 0.000 0.004 -0.008 0.098
Fe -1.5491 0.6599 1.4530 -0.391 0.401 0.098 0.809
H -1.1377 -1.7371 0.1475 -0.014 0.007 0.023 0.067
C -5.1045 3.4432 0.8597 0.033 0.009 -0.017 0.001
C -2.0997 -0.6995 -2.5363 0.017 -0.009 -0.060 -0.013
H 2.7134 -2.5821 -2.1161 0.022 -0.043 0.021 0.094
H 4.0523 -0.0665 1.7547 0.000 0.054 -0.047 0.087
C 1.5853 3.2103 -3.0887 -0.062 -0.017 -0.008 -0.079
H -1.1296 4.1884 1.3656 0.000 0.021 0.006 0.148
O -0.5458 -2.1418 4.2124 -0.062 -0.016 -0.039 -0.075
C 5.5909 1.3710 -2.4777 -0.044 -0.036 -0.053 -0.083
C -2.7577 3.0573 0.5292 -0.002 0.055 -0.035 -0.392
C -2.7167 1.5405 -3.1780 0.002 -0.011 -0.062 -0.021
H -0.1953 0.6113 -4.1457 -0.075 -0.027 0.030 0.063
C -3.5313 5.3697 0.7811 -0.027 -0.043 0.030 -0.025
C 2.9683 0.4926 -2.0273 -0.046 0.041 0.169 -0.352
C -0.3354 -0.9496 1.9685 0.381 -0.042 -0.409 -0.489
H 5.4882 2.1813 -0.4939 -0.015 -0.001 -0.006 0.105
H -2.5806 2.6067 -3.0476 -0.013 0.003 -0.011 0.121
N -3.7507 3.9419 0.6133 -0.089 0.040 0.013 -0.117
C 2.4942 -2.9898 -1.1233 0.025 -0.020 -0.007 -0.258
H -3.5232 -3.3263 3.2653 0.001 0.009 -0.029 0.110
O -3.6039 2.2304 3.9829 -0.011 -0.118 -0.015 -0.138
C -1.2452 -1.8071 1.2256 0.191 -0.053 0.219 -0.203
C 2.4641 -1.4952 1.9481 -0.005 -0.075 -0.096 -0.355
O -1.1010 1.2039 -1.4674 0.097 -0.101 -0.182 -0.082
C -3.0004 -1.2056 -3.4643 0.016 -0.002 0.044 -0.065
P 1.2218 -0.3808 1.1340 0.069 -0.357 0.410 1.053
H 0.8298 -2.9848 0.2456 -0.022 -0.018 0.002 0.085
C 3.7809 -1.0632 2.0793 0.013 -0.022 -0.045 -0.105
H 6.6019 1.7158 -2.6528 0.000 -0.004 0.005 0.103
H -2.8982 -3.0370 0.9366 0.008 -0.023 0.026 0.098
C 3.6253 0.2065 -3.2243 -0.025 0.002 -0.017 -0.127
H 1.5196 2.3058 -0.0602 -0.012 0.001 0.057 0.083
C -2.5578 -2.8782 3.0606 -0.015 0.011 -0.003 -0.088
C 2.1331 -2.7682 2.4207 -0.037 0.035 0.022 -0.097
O -2.9731 1.8415 0.4994 0.064 -0.022 0.089 0.004
H -2.6068 5.6869 0.3088 0.035 0.000 -0.025 0.083
H -0.4052 0.4906 6.4207 -0.017 0.013 -0.018 0.097
C -3.6186 1.0282 -4.0976 -0.003 -0.048 0.010 -0.075
S 1.4204 -5.3273 -2.2847 -0.001 -0.002 0.010 0.797
C 0.0661 -5.7030 -1.1503 -0.006 0.013 -0.023 -0.414
C -1.8262 -2.6479 4.1516 0.044 0.018 0.005 -0.146
C 3.6643 1.1976 -1.0456 0.100 -0.006 -0.031 -0.107
O 0.0385 0.7283 5.5974 0.001 0.015 -0.053 -0.083
P 1.2407 -0.1319 -1.8883 -0.115 -0.128 -0.229 1.104
H -0.6877 -6.2360 -1.7281 -0.002 -0.001 0.016 0.029
H 1.3245 1.3194 -4.6882 0.001 -0.044 0.012 0.075
C 0.3490 1.5426 -4.2396 0.039 0.037 0.040 -0.101
C 4.4200 -3.1668 3.0499 -0.100 -0.053 0.003 -0.084
H 2.4890 2.7597 -3.5116 0.023 -0.041 -0.019 0.077
C -3.7557 -0.3470 -4.2495 -0.011 0.070 0.011 -0.088
C -0.1999 -0.9678 3.4804 -0.100 0.197 -0.010 -0.358
O -2.3026 0.2910 4.9606 0.075 0.057 -0.167 -0.253
H -3.1140 -2.2772 -3.5668 -0.002 0.004 0.003 0.107
H -5.2892 3.3668 1.9326 -0.008 0.016 0.008 0.099
H 5.1775 -3.8147 3.4722 -0.004 -0.004 0.001 0.101
H -4.2168 1.7022 -4.6973 0.000 0.000 -0.001 0.103
H -2.7086 2.5085 3.7303 0.013 0.023 0.000 0.036
C 4.9228 0.6455 -3.4539 0.007 0.011 0.023 -0.081
H -1.5109 -1.3577 -1.9113 0.005 0.003 -0.039 0.088
C 3.1002 -3.6001 2.9611 0.106 0.054 0.017 -0.067
N 0.5035 2.2338 -2.9557 -0.104 0.045 -0.039 -0.183
C 0.2891 1.5037 -1.7087 -0.002 0.004 -0.030 -0.479
H 1.1002 -3.0980 2.3977 0.018 -0.015 -0.031 0.108
C 0.5638 2.4886 -0.5327 -0.141 0.048 0.078 -0.118
H -2.1969 -2.9046 5.1352 0.030 0.018 0.017 0.120
C 1.1271 -2.4930 -0.6791 0.036 0.063 -0.014 -0.323
H 5.4134 0.4134 -4.3908 -0.005 0.003 0.006 0.104
O -0.8086 1.6904 3.3751 -0.093 -0.148 0.018 -0.295
H 2.4168 -4.9217 -0.1563 0.024 0.001 -0.008 0.074
H 3.1962 1.3886 -0.0898 0.053 -0.018 0.065 0.059
O -3.1630 0.1243 2.6334 -0.150 -0.003 -0.068 -0.321
H 5.7773 -1.5442 2.7061 -0.007 0.010 -0.001 0.101
H -0.3835 -4.8041 -0.7304 -0.009 -0.017 -0.008 0.017
H 2.8243 -4.5811 3.3268 -0.004 -0.003 -0.004 0.107
H -3.5041 5.6488 1.8372 -0.001 -0.026 0.017 0.105
H 3.2591 -2.6055 -0.4402 -0.028 -0.003 0.002 0.109
C 4.7562 -1.8939 2.6191 0.000 0.042 -0.032 -0.086
C -2.2425 -2.5973 1.6794 -0.080 -0.127 -0.008 -0.104
H 3.1129 -0.3757 -3.9824 -0.023 0.017 -0.002 0.098
```
Positions in Å, forces in eV/Å.

Values from the calculation:
**⟨S²⟩**: 6.03
**Net charge**: 0
**Maximum force**: 0.01106 hartree/bohr
**Spin multiplicity**: 5
**Gap between HOMO and LUMO (spin up / spin down)**: 6.64 / 7.05 eV
**Highest occupied orbital energy (spin up / spin down)**: -6.475 / -6.886 eV
**Energy relative to the best compared isomer or geometry (same formula, charge and spin)**: 245.3 kJ/mol

---

# 2
The following is a quantum chemistry calculation of a molecular structure, C23H39MoO2Si at a distorted geometry, from the OMol25 dataset.

Structure (XYZ):
```
66
Properties=species:S:1:pos:R:3:forces:R:3:lowdin_charge:R:1
H -0.4731 0.8012 -3.7203 0.311 0.381 0.263 0.065
H 2.1807 1.0202 4.5263 -0.240 -0.027 -0.382 0.112
H -0.0903 3.2373 -1.0010 -0.137 -0.043 -0.019 0.080
H -1.4120 0.5085 -5.8046 0.529 -0.132 -0.050 0.123
H 0.9279 -2.1187 -7.6832 0.233 0.259 0.139 0.111
H 0.4135 0.6575 -7.9841 -0.210 -0.248 0.011 0.112
H 1.3619 -4.7378 4.0174 -0.066 0.155 -0.165 0.038
C -1.1281 1.4979 -1.7851 0.011 0.095 -0.429 -0.555
C 0.0289 -0.1475 -7.3501 -0.169 -0.289 0.517 -0.156
C -2.3460 1.4958 3.2716 -0.865 -1.018 -0.366 -0.150
C 1.0293 -4.1227 3.1696 0.014 0.008 0.082 -0.185
H 0.5853 2.1564 -3.1424 -0.330 -0.020 -0.002 0.127
H -0.8565 -0.5993 -7.8111 0.195 0.193 0.005 0.111
H -2.7061 1.8825 1.0798 0.377 -0.032 0.073 0.098
C -2.4580 1.1886 1.8683 -0.532 -0.913 1.064 -0.148
H -0.7602 -2.0957 5.0551 0.207 -0.008 0.073 0.016
H -0.0174 -4.3826 2.9601 0.192 0.054 0.040 0.031
H 1.3486 -1.0547 1.2749 -0.266 -0.198 0.438 0.018
C 0.2191 2.6379 2.3002 0.845 -0.200 0.514 -0.199
H 2.0953 -0.8111 -7.2834 -0.249 -0.268 0.037 0.110
H 0.6955 -0.7101 -2.2795 0.048 0.242 0.266 0.119
H -3.0344 1.6332 -2.8732 0.146 -0.104 0.186 0.098
H -2.4548 2.4800 3.7127 0.331 -0.165 -0.092 0.131
H -0.1656 -1.9487 1.4085 0.448 0.061 0.440 0.023
O 0.2144 -0.4801 -4.9139 0.322 -0.242 -2.080 -0.214
H 0.4080 -0.8191 5.4439 0.027 -0.188 -0.093 0.016
H 1.4053 2.3471 0.4176 -0.172 -0.446 0.358 0.103
C 1.2635 2.0945 1.4686 -0.439 0.261 0.686 -0.101
H 1.6250 -4.4134 2.2934 -0.135 0.079 0.166 0.038
C 0.3113 -1.8661 5.1218 -0.082 -0.012 -0.008 -0.195
C 0.9413 -1.5430 -5.5635 -0.173 -0.543 -0.235 -0.179
H 3.4294 -2.4093 4.6545 -0.097 0.115 -0.203 0.043
H -0.5120 3.3862 2.0023 0.181 -0.353 0.025 0.118
H 3.2405 -0.8120 3.9144 -0.013 -0.246 -0.010 0.002
C -1.1114 2.8819 -1.1739 -0.140 0.150 0.293 -0.016
C 3.0474 -1.8817 3.7684 0.076 -0.008 -0.025 -0.179
H 3.6427 -2.2135 2.9068 -0.118 0.060 0.158 0.041
H 0.7246 -2.4901 5.9293 -0.077 0.146 -0.218 0.045
H -2.2151 -1.8685 3.2685 0.187 0.137 -0.075 0.121
Mo -0.4250 0.4427 2.5883 3.326 2.064 -0.896 1.489
H -2.1250 0.1621 5.0718 0.206 0.016 -0.366 0.128
C 0.4891 2.2170 3.6685 0.530 0.232 -0.572 -0.218
H -0.0159 2.5857 4.5604 0.185 -0.200 -0.313 0.122
C 0.5585 -1.3453 1.9960 -0.446 -0.343 -0.490 -0.355
H 0.1334 1.4053 -5.8265 -0.179 -0.464 0.091 0.118
C -0.0430 1.3058 -2.8651 -0.415 -0.225 0.205 -0.068
C -2.3895 -0.2407 1.7241 -0.672 0.181 0.448 -0.164
H -3.1274 1.0743 -1.1820 -0.075 -0.009 -0.174 0.073
H 1.9175 -1.6815 -5.0645 -0.454 0.134 -0.148 0.119
C 1.0965 -1.2208 -7.0766 0.147 0.234 0.529 -0.151
H -2.5181 -0.7773 0.7881 0.289 0.127 0.241 0.127
H -2.4996 -0.0210 -2.4241 -0.046 0.220 -0.073 0.098
C -2.2276 -0.8136 3.0316 -0.491 0.654 -0.048 -0.184
C -0.3188 0.4014 -5.9548 -0.063 0.473 0.305 -0.187
C -2.1732 0.2655 3.9896 -0.870 -0.036 -0.553 -0.167
O -0.5271 0.4472 -0.9783 0.231 0.154 0.834 -0.131
C -2.5365 1.0261 -2.1057 0.011 0.108 -0.080 -0.005
H 3.0872 0.9064 1.9655 -0.430 -0.146 0.069 0.128
H -1.6076 3.5934 -1.8518 0.189 -0.237 0.147 0.106
C 1.6786 1.4080 3.6408 -0.728 0.392 -0.192 -0.137
C 0.5910 0.3105 -1.8863 -0.186 0.085 -0.282 -0.136
Si 1.2253 -2.2792 3.5116 0.212 -0.397 -0.144 0.433
H 0.3515 -2.4714 -5.4497 0.280 0.279 0.057 0.118
C 2.1541 1.3609 2.2935 -0.897 0.068 0.273 -0.085
H 1.5111 0.6569 -1.4041 0.066 -0.169 -0.121 0.106
H -1.6580 2.9005 -0.2249 0.110 0.110 -0.130 0.050
```
Positions in Å, forces in eV/Å.

Values from the calculation:
**⟨S²⟩**: 2.03
**Net charge**: +1
**Maximum force**: 0.07809 hartree/bohr
**Spin multiplicity**: 3
**Gap between HOMO and LUMO (spin up / spin down)**: 7.75 / 7.54 eV
**Highest occupied orbital energy (spin up / spin down)**: -11.186 / -11.664 eV
**Energy relative to the best compared isomer or geometry (same formula, charge and spin)**: 0.0 kJ/mol

---

# 3
The following is a quantum chemistry calculation of 3 unconnected molecules or ions with the total composition C16H42NO5P2S at a distorted geometry, from the OMol25 dataset.

Structure (XYZ):
```
67
Properties=species:S:1:pos:R:3:forces:R:3:lowdin_charge:R:1
H -6.8982 -2.5877 -6.3303 0.006 0.009 -0.007 0.076
H 3.1458 3.4104 4.2684 0.217 -0.041 0.081 0.100
C -6.5577 -2.4825 -5.2990 -0.002 -0.056 0.058 -0.065
H -2.8594 -2.0203 -1.1582 0.010 0.045 -0.008 0.133
H 5.2443 -2.5546 -0.0306 -0.138 0.184 -0.281 -0.094
H -0.7811 2.2489 0.9106 -0.025 -0.141 0.021 0.056
C 3.3544 1.4232 3.4864 0.257 0.195 -0.006 -0.265
H -4.5938 -3.2886 -5.6101 0.017 -0.019 0.015 0.136
C 2.2303 4.1654 0.6999 -0.031 -0.769 -0.022 -0.536
H -7.0218 -1.5872 -4.8758 0.001 0.023 -0.034 0.080
H 3.2666 0.9951 4.4931 -0.264 0.064 -0.134 0.101
C -5.0420 -2.3709 -5.2250 -0.083 0.144 -0.035 -0.504
C -4.5238 -1.1849 -6.0242 0.072 -0.009 0.028 -0.063
H 5.1670 0.2811 3.2781 -0.061 -0.039 -0.089 0.062
O 2.0715 -1.0694 3.0982 0.060 0.124 -0.086 -0.341
O 0.2197 -0.6027 0.5468 -0.055 -0.051 -0.061 -0.195
H -0.9414 0.0079 -1.0492 0.066 -0.009 0.021 0.108
H 2.3483 1.4754 3.0545 0.112 -0.148 0.047 0.097
H 2.2982 -1.3029 4.0030 0.027 -0.082 -0.046 0.019
O -4.0002 -0.8375 -0.0009 -0.018 0.006 -0.134 -0.063
H -4.1937 -4.1107 -0.7852 0.017 -0.001 0.003 0.082
P 5.4725 -1.5510 0.9357 0.515 -0.255 0.631 0.163
N 2.7169 4.2984 1.9844 0.603 0.533 -0.730 0.056
H -2.2277 1.4860 0.2165 0.115 -0.054 0.073 0.058
H -4.5193 -0.8961 0.8078 0.033 0.028 0.059 0.083
P 3.5022 -1.1834 2.1437 -0.808 0.143 0.251 0.337
C -3.4580 -2.1391 -0.2534 -0.027 -0.135 0.103 -0.496
H 1.4799 5.3976 -0.8589 -0.024 -0.012 0.100 0.082
C 2.6442 -0.3134 0.6694 -0.044 0.024 -0.168 -0.304
H 0.4334 1.0651 -0.6484 -0.049 -0.058 -0.030 0.107
H -4.8121 -1.2571 -7.0741 -0.013 -0.003 0.000 0.077
H -4.9726 -1.4959 -3.4800 0.052 0.035 0.043 0.088
H 4.2174 -1.8758 3.1996 0.119 0.032 -0.012 -0.030
C 4.2713 0.5043 2.6812 0.180 -0.006 0.034 -0.360
C 3.8761 2.8610 3.6548 -0.364 -0.003 0.059 -0.205
S 7.0654 -2.0942 2.0153 0.048 0.059 -0.085 -0.161
H 1.5422 6.2466 0.7091 -0.001 -0.037 0.003 0.068
H -6.9050 -3.3427 -4.7267 0.011 -0.007 -0.005 0.077
H 2.2730 0.6705 0.9761 0.130 -0.090 0.028 0.064
O 2.4290 3.1799 0.0099 0.018 0.490 0.214 0.048
H 3.0758 -2.4849 1.6031 0.145 0.018 -0.076 -0.026
H 3.4124 -0.1213 -0.0914 -0.053 -0.013 0.042 0.056
H -3.1461 -2.6735 1.8134 -0.034 -0.056 -0.022 0.082
H -5.1956 -2.7724 -1.3586 -0.002 -0.060 -0.026 0.055
H 4.7410 4.4524 2.4780 -0.076 -0.072 -0.060 0.112
C -1.2566 1.2888 0.6806 0.037 0.127 -0.044 -0.065
O -4.6070 -2.2971 -3.8719 -0.002 -0.081 -0.036 -0.058
H -5.2264 -3.2258 0.3499 0.060 -0.022 0.043 0.078
H 4.8218 2.8707 4.2079 0.037 -0.064 -0.203 0.104
H 1.5299 -2.1340 0.2404 0.034 0.087 0.089 0.095
C -2.5641 -2.5885 0.8891 0.023 0.158 0.042 -0.045
H 1.4779 -0.9275 -1.0544 0.001 -0.102 0.086 0.109
H 5.8009 -0.4386 0.1262 -0.053 -0.067 -0.243 -0.089
C -0.3567 0.4359 -0.2198 0.021 0.174 0.169 -0.282
H 0.2997 5.0224 0.4010 0.063 0.012 -0.019 0.080
H 2.7055 5.2720 2.2504 -0.183 -0.098 0.314 0.113
C 1.3427 5.2930 0.2177 -0.148 0.007 -0.068 -0.008
H -1.4184 0.7689 1.6276 -0.044 -0.021 -0.122 0.076
H -4.9304 -0.2530 -5.6213 -0.034 0.001 -0.020 0.081
C 3.9982 3.6550 2.3520 -0.059 -0.079 0.291 -0.181
H -3.4374 -1.1297 -5.9628 0.001 -0.013 0.000 0.080
C 1.4780 -1.0567 0.0395 -0.098 0.041 -0.102 -0.269
H 4.3226 3.0329 1.5172 -0.123 -0.012 0.069 0.104
H 4.6298 1.0034 1.7700 -0.132 0.008 0.071 0.043
H -1.7576 -1.8746 1.0575 0.036 -0.036 -0.039 0.064
C -4.5826 -3.1243 -0.5299 -0.086 0.064 -0.042 -0.067
H -2.1188 -3.5614 0.6764 -0.010 -0.014 0.002 0.084
```
Positions in Å, forces in eV/Å.

Values from the calculation:
**Net charge**: -1
**Maximum force**: 0.02112 hartree/bohr
**Gap between HOMO and LUMO**: 5.96 eV
**Highest occupied orbital energy**: -3.709 eV